[1]
This record from the Open Molecules 2025 dataset describes the molecule C3H8N2. The level of theory is ωB97M-V with the def2-TZVPD basis set.

## Properties
* 2S+1: 1
* HOMO level: -8.53 eV
* molecular weight: 72.1 g/mol
* orbital gap: 9.799 eV

Element x y z (Å)
N -1.08913 -1.18528 0.36170
N 0.97969 0.98494 -0.71341
C -0.23728 -0.03173 0.56831
C -0.48064 0.93118 -0.44234
C 1.15252 -0.19538 0.12616
H 1.37598 -1.22509 -0.37074
H -1.24247 -1.75838 1.17695
H 1.46709 0.97005 -1.62309
H -0.26575 0.25300 1.59440
H -1.18017 0.62666 -1.19843
H 1.92324 0.05464 0.82118
H -0.63385 1.84164 0.07145
H -1.76923 -1.26625 -0.37216

natural (NBO) population analysis, charges in e, atoms 1 to 2: N -0.877; N -0.636



[2]
This record from the Open Molecules 2025 dataset describes C2H2IrO2 as an isolated structure. The level of theory is ωB97M-V with the def2-TZVPD basis set.

## Properties
* 2S+1: 5
* HOMO level (alpha / beta): -14.10 / -15.63 eV
* net charge: +1
* molecular weight: 250.3 g/mol
* orbital gap (alpha / beta): 7.936 / 7.713 eV

Element x y z (Å)
Ir 1.36028 0.17054 0.15388
O 0.35390 -1.34104 0.10233
O -0.12058 1.28602 -0.21188
C -1.19124 0.55675 -0.06880
C -0.94584 -0.88376 0.12907
H -1.60050 -1.27581 0.93233
H -1.68697 -0.72481 -0.91146

natural (NBO) population analysis, charges in e, atoms 1 to 2: Ir 1.287; O -0.598



[3]
This record from the Open Molecules 2025 dataset describes C19H20CoN6O5 as an isolated structure. The level of theory is ωB97M-V with the def2-TZVPD basis set.

## Properties
* 2S+1: 2
* HOMO level (alpha / beta): -8.78 / -8.77 eV
* molecular weight: 471.3 g/mol
* orbital gap (alpha / beta): 8.149 / 8.144 eV

Element x y z (Å)
Co 0.49236 -0.81672 0.29538
O -2.34052 -3.46154 0.83315
O -0.12046 -3.65562 -2.58055
O 0.02747 -2.70793 -0.54057
O 0.48579 -1.02909 2.18587
O 1.84065 -1.08684 3.95195
N -1.31804 -0.05022 0.33098
N -0.28950 1.53099 2.95095
N 0.64363 -0.37314 -1.60761
N -1.17597 3.21428 1.81592
N -3.08522 1.14936 0.77739
N 2.36543 -1.52181 0.41916
C 0.07580 -2.72565 -1.81888
C -1.05589 1.90641 1.89919
C 0.13587 2.67489 3.55819
C 1.26920 2.42370 -3.93350
C 1.09096 1.95010 -1.18494
C 1.43859 3.44607 -3.04451
C 0.49859 -1.21036 -3.83874
C 1.34304 3.20698 -1.65696
C -3.49059 0.18523 -0.10930
C 0.78401 0.01879 -4.34893
C 0.43101 -1.36682 -2.44050
C -2.22553 -3.43512 2.24274
C 0.99473 1.11394 -3.47642
C 2.75459 -1.69032 1.83843
C -0.42465 3.70456 2.85065
C 1.62939 -1.24129 2.76525
C -2.38705 -0.56130 -0.36867
C 0.91253 0.87962 -2.08840
C -1.77577 0.97795 1.02946
H 0.77218 2.65310 4.42504
H 2.99862 -2.72818 2.06174
H -0.33476 4.76249 3.03046
H 3.06514 -0.98861 -0.08277
H 0.84482 0.17873 -5.41890
H -1.84511 -4.38292 2.63914
H 3.63468 -1.09274 2.06792
H -3.22354 -3.27487 2.65168
H 2.27162 -2.42025 -0.04582
H 1.33501 2.59991 -5.00006
H 1.64108 4.44725 -3.40075
H 1.45824 4.02638 -0.96005
H -3.63257 1.90346 1.15665
H 0.31283 -2.08177 -4.44932
H -1.45017 -3.41925 0.45007
H -2.29271 -1.44266 -0.97617
H -0.00272 0.56942 3.12945
H -1.57363 -2.62624 2.58677
H -4.50521 0.09999 -0.45158
H 1.00171 1.76768 -0.11969

natural (NBO) population analysis, charges in e, atoms 1 to 2: Co 1.140; O -0.756



[4]
This record from the Open Molecules 2025 dataset describes the molecule C4H12N2O. The level of theory is ωB97M-V with the def2-TZVPD basis set.

## Properties
* 2S+1: 1
* HOMO level: -8.53 eV
* molecular weight: 104.2 g/mol
* orbital gap: 9.458 eV

Element x y z (Å)
O 1.76237 1.55933 -0.91416
N -0.15817 -2.83800 0.12295
N -0.86649 -0.45071 -0.08728
C 1.30353 0.69528 0.11862
C -0.21761 0.75841 0.42440
C -0.87263 -1.65558 0.69343
C -0.87253 1.99065 -0.21522
H 1.79837 1.22276 -1.78212
H -0.68525 1.90849 -1.28269
H 1.66270 -0.31039 -0.10028
H 0.64922 -2.49324 -0.40567
H -0.40150 2.90763 0.11745
H -0.77554 -3.28199 -0.53490
H -0.38536 -1.55981 1.66501
H -1.66066 -0.25777 -0.67493
H -0.34108 0.74969 1.51316
H -1.91214 -1.97505 0.74479
H -1.94969 1.91668 -0.06242
H 1.95879 0.99162 0.95593

natural (NBO) population analysis, charges in e, atoms 1 to 2: O -0.740; N -0.840



[5]
This record from the Open Molecules 2025 dataset describes C5H5Br3Cl12 as an isolated structure. The level of theory is ωB97M-V with the def2-TZVPD basis set.

## Properties
* 2S+1: 1
* HOMO level: -10.58 eV
* molecular weight: 730.2 g/mol
* orbital gap: 10.165 eV

Element x y z (Å)
Br 2.81057 1.12313 2.34171
Br 0.40787 -0.75682 3.20625
Br 2.13670 -1.45509 0.53418
Cl -1.61202 1.94502 -0.19695
Cl -2.05591 -4.51063 0.67797
Cl -2.16442 -2.46605 -3.40639
Cl 0.06321 3.09772 1.92147
Cl 3.45782 3.25197 -0.60409
Cl -2.37201 -1.70735 1.33182
Cl 0.43423 -1.13794 -3.54543
Cl -2.54349 -3.71357 3.41874
Cl 2.61822 1.44554 -2.82771
Cl 0.29636 -4.01239 -3.14038
Cl -1.33468 4.81113 -0.02470
Cl 1.01923 3.70516 -2.15819
C -1.38860 3.31326 0.89418
C 1.41046 -0.05855 1.68890
C 2.11384 2.51642 -1.50219
C -1.72779 -3.25417 1.89927
C -0.52141 -2.45614 -2.83921
H 0.64989 0.45715 1.11954
H -2.18216 3.34097 1.62693
H 1.64889 1.94629 -0.70515
H -0.49932 -2.27085 -1.77416
H -0.66546 -3.15420 2.06361

natural (NBO) population analysis, charges in e, atoms 1 to 2: Br 0.109; Br 0.077



[6]
This record from the Open Molecules 2025 dataset describes a 2-piece molecular cluster, C3H6NO2 overall. The level of theory is ωB97M-V with the def2-TZVPD basis set.

## Properties
* 2S+1: 1
* HOMO level: -3.99 eV
* net charge: -1
* molecular weight: 88.1 g/mol
* orbital gap: 8.346 eV

Element x y z (Å)
O 0.83330 -0.06045 -1.40947
O 1.30395 -2.09841 -0.53293
N -1.04693 1.29630 0.54690
C 0.00471 0.83509 1.42469
C -1.61186 0.43447 -0.17970
C 1.35840 -1.18632 -1.37397
H 0.95224 0.72401 0.87705
H 0.02946 1.51058 2.27488
H 2.01459 -1.35016 -2.29755
H -1.36307 -0.62878 -0.16293
H -0.05979 -0.24627 1.67236
H -2.41502 0.76997 -0.83933

natural (NBO) population analysis, charges in e, atoms 1 to 2: O -0.793; O -0.789



no.,calculated total energy (eV),maximum force (eV/A)
1,-6218.59010,5.19
2,-9023.19814,7.47
3,-76836.35964,0.33
4,-9369.34169,1.93
5,-365661.96481,1.11
6,-8793.67655,1.35